The following is a DFT calculation (ωB97M-V/def2-TZVPD) of C54H36Cl5N4O4V as an isolated structure.

Last column: Löwdin charge in e.
Atoms and positions in Å:
C 2.403 1.877 4.773  -0.02
C -5.361 6.462 -5.014  -0.10
C 4.356 -1.538 -5.454  0.00
C 0.711 0.164 2.812  -0.20
H -1.301 -1.761 4.571  0.10
H 1.352 2.135 4.813  0.12
Cl -0.359 2.670 0.183  0.10
C -2.718 1.206 -2.244  -0.03
C -1.425 0.996 -2.858  -0.27
C -3.791 4.291 -4.177  -0.02
H -5.197 -1.738 5.741  0.10
C 2.662 -3.103 -4.765  -0.01
C 2.130 -2.131 -3.926  -0.01
C 0.207 0.672 -4.371  -0.03
Cl 3.716 -3.816 -0.307  0.63
H -4.537 6.888 -4.436  0.09
H 2.841 -5.016 -6.785  0.09
C 2.702 -0.871 -3.814  -0.19
C 2.421 0.866 1.266  -0.09
C 3.814 -0.589 -4.608  -0.03
H 2.855 2.831 6.645  0.12
H 4.505 -5.555 -7.105  0.09
C 1.842 -1.959 -0.433  -0.66
N 2.541 1.372 -0.799  0.08
C -2.980 -0.754 0.758  -0.24
C -5.685 3.508 -2.947  -0.01
H -5.136 -1.319 0.860  0.11
H 1.089 -0.575 4.875  0.10
H -3.454 -3.609 1.516  0.13
C -3.579 2.272 -2.795  -0.14
C -0.792 -1.122 3.868  -0.02
C -5.130 4.414 -3.846  -0.29
C 0.426 -0.523 4.027  -0.02
C 2.032 0.776 2.540  -0.06
C 6.737 2.223 6.733  -0.10
V -0.261 0.393 -0.156  0.73
N -2.261 -0.046 -0.174  0.02
C 2.896 1.170 3.674  -0.18
C -6.644 -3.710 6.269  -0.10
O -5.965 5.385 -4.328  -0.09
H 2.196 -4.077 -4.807  0.10
C 5.110 1.268 4.673  -0.02
H 1.253 -2.367 -3.334  0.11
C 4.298 -1.141 -0.549  -0.60
C 4.556 0.311 -0.109  -0.20
C -4.722 -3.946 3.205  0.00
H 6.157 1.010 4.612  0.10
C -1.266 -0.769 2.573  -0.22
H 3.908 -5.466 -5.431  0.09
H -6.136 7.212 -5.149  0.09
C -4.924 2.482 -2.430  -0.02
H -5.321 0.030 -1.408  0.09
H -6.717 3.633 -2.646  0.12
C -3.421 -1.940 2.855  -0.20
O -6.087 -4.230 5.081  -0.09
C -4.439 -0.073 -0.802  -0.03
H 5.220 -1.319 -6.067  0.11
H 7.011 1.164 6.737  0.09
H 0.764 0.573 -5.290  0.11
C -3.924 -1.439 4.047  -0.02
C -3.131 0.418 -1.118  -0.21
H -5.402 1.855 -1.700  0.08
H -5.872 -3.518 7.020  0.09
C -4.820 -2.167 4.824  -0.01
C 1.673 0.539 0.083  -0.46
C 1.178 -0.705 -0.297  -0.25
N -0.293 0.626 -2.169  0.00
C -4.339 -0.807 0.346  0.00
H 5.551 0.461 0.278  0.10
C 3.513 1.336 0.317  -0.66
H -3.622 -0.450 4.369  0.13
C 3.236 2.273 5.800  0.00
H -5.041 -4.931 2.889  0.12
H 5.113 -0.058 -2.290  0.12
C 2.969 0.566 -1.883  -0.13
C 3.872 -4.998 -6.419  -0.10
C -2.493 -1.130 2.017  -0.05
C -3.838 -3.206 2.445  -0.02
C 4.253 0.873 3.652  -0.02
C -1.141 1.018 -4.229  -0.05
O 5.340 2.398 6.819  -0.09
H -3.303 5.001 -4.830  0.10
C 4.315 -0.008 -1.566  -0.14
C 2.143 0.123 -2.852  -0.06
H -4.987 6.153 -5.995  0.09
H -7.326 -4.469 6.643  0.09
C -3.041 3.251 -3.644  -0.02
H 7.141 2.694 5.832  0.09
O 4.386 -3.684 -6.386  -0.09
H -1.849 1.209 -5.019  0.10
H 4.655 0.303 2.822  0.12
Cl 4.353 2.879 0.660  0.68
C 3.178 -2.166 -0.386  -0.60
C 4.595 1.972 5.753  -0.28
H -1.988 3.230 -3.870  0.11
H 7.160 2.704 7.611  0.09
C -5.219 -3.427 4.397  -0.29
Cl 5.921 -1.910 -0.555  0.65
N -0.309 0.028 1.944  0.05
H -7.198 -2.786 6.080  0.09
C 3.784 -2.804 -5.528  -0.28
C 0.718 0.467 -3.097  -0.21
H 4.254 0.401 -4.558  0.12
Cl 0.734 -3.311 -0.555  0.66

## Properties
Spin multiplicity ... 2
Total charge ... -1
Molecular weight ... 1033.11 g/mol
Orbital gap (alpha / beta) ... 5.24 / 5.62 eV

The following is a DFT calculation (ωB97M-V/def2-TZVPD) of a 12-piece molecular cluster, C49H118N4O17 overall at a distorted geometry.

Last column: Löwdin charge in e.
Atoms and positions in Å:
C -2.338 -5.477 2.313  -0.13
C 2.407 -1.892 -3.953  -0.20
H 0.815 7.463 -0.478  0.12
H 1.970 -1.640 -4.932  0.12
H -2.519 -3.286 -3.389  0.12
H -3.448 0.999 -2.366  0.08
O 3.761 -3.781 -0.504  -0.11
H 5.492 -2.568 -2.445  0.06
C 4.916 6.529 1.604  -0.04
O -1.052 -1.487 -1.110  -0.08
H -0.953 -0.088 -2.341  0.08
H 2.123 4.575 1.739  0.01
C -3.264 2.425 3.163  -0.50
C 5.047 -4.440 -0.796  -0.17
H -2.952 5.108 1.307  0.06
O -0.529 0.753 -2.617  -0.05
C -2.067 4.581 1.110  0.01
H 3.066 1.201 3.954  0.10
H -1.957 6.170 3.193  0.07
H -5.118 2.819 4.079  0.08
H 0.240 -5.420 2.619  0.05
H -1.672 -0.694 -4.595  0.10
H -4.819 1.496 1.876  0.09
H 0.374 -5.749 4.352  0.07
C -2.045 1.513 3.375  -0.14
H -0.573 -2.179 -1.533  0.05
N -2.741 3.770 3.452  -0.07
N 4.068 5.276 -0.263  -0.09
O 4.155 -1.007 -0.989  -0.15
C -2.134 -2.335 5.159  -0.03
C -1.655 4.229 2.577  -0.51
C -0.384 -1.392 0.189  -0.17
H -2.271 3.721 0.468  0.06
C -0.878 -0.197 -5.159  0.00
H -3.822 2.445 5.235  0.09
H 1.443 5.713 -2.294  0.13
H 4.228 3.557 -2.401  0.07
H 3.640 4.092 2.131  0.07
C 2.691 7.059 0.588  -0.15
H -3.165 -2.534 5.432  0.09
H -3.743 2.590 -1.551  0.12
H 2.364 -4.150 0.538  0.07
H 0.388 3.093 -4.965  0.07
H -4.726 -0.217 -0.655  0.08
H -1.004 -4.024 1.405  0.06
C -1.660 -5.757 3.653  -0.50
H -2.918 -1.750 -1.472  0.04
O 0.875 0.599 -0.077  -0.08
H 3.609 0.614 0.258  0.05
H -0.217 -3.595 -3.545  0.06
H -5.097 -1.791 0.210  0.08
C -2.908 -4.344 -3.373  -0.23
H 4.234 -4.826 -2.655  0.12
C -1.121 5.505 3.233  -0.02
C 3.779 4.527 -2.493  -0.02
O 2.394 1.819 2.178  -0.17
C 3.645 5.946 1.015  -0.50
H 0.268 3.601 2.038  0.10
N -1.445 1.349 -3.499  -0.12
C -0.104 -6.042 3.441  0.00
C 5.223 -4.579 -2.262  -0.26
H 5.642 5.806 2.035  0.09
H 0.057 -0.651 -4.841  0.05
H -0.248 3.654 -2.953  0.07
C 0.789 -4.987 -0.379  -0.25
H -0.238 1.095 2.284  0.08
H 0.580 -8.066 -1.089  0.08
H -2.323 -7.718 3.519  0.09
H 5.868 -3.866 -0.348  0.13
H -3.283 -6.709 4.648  0.08
H -1.655 1.700 4.352  0.12
H -1.981 -4.927 -1.401  0.08
H 1.875 3.103 -1.621  0.06
C -1.613 -3.278 4.111  -0.53
H -4.532 3.158 1.522  0.08
H 1.162 -0.676 -2.923  0.06
O 1.391 -4.094 0.511  -0.07
O -3.849 -1.974 -1.347  -0.15
H -3.431 4.059 -3.611  0.12
H -3.435 -5.612 2.515  0.14
H 1.802 -3.912 -4.352  0.12
C 2.508 0.761 3.096  -0.16
C -4.335 -1.187 -0.277  -0.13
N -1.893 -4.645 4.562  -0.06
H -2.374 0.476 3.330  0.11
O -0.851 -5.392 -3.072  -0.12
O 2.132 -0.847 -3.004  -0.11
H -2.931 1.321 -5.699  0.12
H -1.072 -0.862 0.836  0.11
C -2.060 2.508 -2.893  -0.50
H 1.416 3.689 -0.146  0.06
H 0.881 1.769 -6.080  0.09
C -1.095 3.506 -2.264  0.00
H 1.504 0.518 3.430  0.06
O 4.971 4.251 0.075  -0.03
H 4.482 5.314 -2.785  0.10
C -1.040 1.818 2.349  -0.19
H 0.345 -3.418 3.028  0.06
O -4.275 -4.242 -3.019  -0.05
H 5.448 7.146 0.834  0.10
H 1.998 -3.591 -2.600  0.09
H 0.997 -4.793 -1.442  0.09
H 2.277 7.601 1.446  0.12
H 2.895 5.487 3.069  0.11
H -2.424 1.458 -1.001  0.06
H -2.619 -3.992 0.783  0.12
H -3.341 1.901 1.029  0.03
H -0.919 5.256 4.289  0.10
H -1.481 -4.859 6.442  0.11
H -1.489 1.773 1.347  0.10
H -2.572 -6.290 -2.437  0.13
C -2.267 -6.989 4.346  -0.04
H 1.130 1.628 -4.325  0.06
C -2.324 3.264 -5.251  -0.21
H 4.894 -0.457 0.815  0.09
H -0.044 -1.861 3.867  0.09
H -2.097 -1.332 4.698  0.07
H -0.669 3.130 -1.320  0.07
H -2.162 -6.251 1.571  0.12
H -3.852 2.372 -4.164  0.13
H 0.394 0.846 -0.888  0.07
O -3.854 4.634 3.246  -0.06
H -4.669 1.166 4.345  0.10
C -4.240 2.202 4.265  -0.06
H -0.211 -2.389 0.608  0.09
C 0.464 1.981 -5.095  0.00
H -1.387 3.803 -5.102  0.10
O 0.952 -7.224 -1.317  -0.06
H 1.479 -1.281 -0.856  0.12
C 2.273 3.582 -0.773  -0.02
H 0.348 -3.354 4.788  0.07
H -1.480 -2.367 6.053  0.10
H -4.213 -3.413 -2.555  0.02
C 1.481 6.634 -0.234  -0.17
H 0.969 5.807 0.270  0.08
H -3.559 -1.031 0.498  0.07
H 2.904 2.831 -0.324  0.06
H 3.531 -0.704 -1.655  0.04
O -0.953 -4.892 5.636  -0.07
H 2.271 -6.515 0.075  0.12
H -1.010 -0.292 -6.193  0.07
H 6.013 -5.320 -2.478  0.13
C -3.050 3.103 -3.939  -0.11
H -0.315 5.931 2.618  0.08
H 2.841 6.752 -1.823  0.11
C 3.017 5.000 2.075  -0.01
H -3.440 -3.131 2.952  0.13
C -0.935 1.321 -4.857  -0.48
C -0.530 3.216 2.691  -0.12
C -2.361 -3.101 2.770  -0.13
C -2.039 -4.124 1.714  -0.18
H -4.039 5.046 4.103  0.12
H 3.814 -2.832 -0.655  0.04
H 3.239 7.799 0.026  0.12
H -1.698 1.869 -6.745  0.13
H 4.915 -5.408 -0.359  0.11
C 1.215 -6.440 -0.142  -0.18
H -0.052 -7.064 3.115  0.07
H 3.072 -0.121 2.764  0.07
H 4.498 7.168 2.391  0.08
H -0.162 3.204 3.702  0.12
C -0.112 -2.961 3.897  -0.01
H -1.275 5.154 0.678  0.06
H 1.550 -1.053 0.889  0.11
H 4.488 3.549 0.537  0.07
H 1.744 1.545 1.461  0.06
H -2.174 -2.031 2.542  0.10
H -0.204 -6.024 -2.722  0.07
H 5.165 0.726 -0.544  0.08
C 3.043 4.821 -1.168  -0.52
H -2.921 3.848 -5.949  0.12
C -2.114 -5.294 -2.404  -0.17
C 1.731 -3.177 -3.575  -0.14
H 0.671 -6.858 0.702  0.11
H 3.071 4.311 -3.264  0.07
O 0.281 -2.745 -3.460  -0.12
H -1.612 4.438 -2.120  0.09
C -2.953 1.825 -1.868  -0.04
H -0.251 -4.912 -0.273  0.07
C -2.050 1.918 -5.719  -0.16
C 4.476 0.041 -0.062  -0.09
C -4.007 2.245 1.793  0.00
H -2.729 -4.757 -4.346  0.11
C 0.958 -0.827 0.032  -0.21
H 3.534 -1.905 -3.961  0.14
C 2.119 6.025 -1.462  -0.14
O 5.678 -3.406 -2.877  -0.06
H -1.788 -7.338 5.271  0.09

## Properties
Spin multiplicity ... 1
SMILES ... CC1(C)CCCC(C)(C)N1O.CC1(C)CCCC(C)(C)N1O.CC1(C)CCCC(C)(C)N1O.CC1(C)CCCC(C)(C)N1O.OCCO.OCCO.OCCO.OCCO.OCCO.CO.CO.CO
Molecular weight ... 1035.49 g/mol
ΔE to the lowest compared entry with this formula, charge and spin ... 0.00 kcal/mol
Orbital gap ... 8.82 eV

The following is a DFT calculation (ωB97M-V/def2-TZVPD) of C4H9N2O as an isolated structure at a distorted geometry.

Last column: Löwdin charge in e.
Atoms and positions in Å:
H -0.209 -2.209 -1.589  0.19
C 0.710 -0.625 -0.568  -0.20
C -1.806 -0.402 0.518  -0.14
O -1.533 -1.475 -0.249  -0.03
N 1.111 -0.406 0.821  0.13
H -2.611 -0.778 1.262  0.17
H 1.366 -1.310 1.269  0.17
N -0.224 -1.643 -0.706  0.00
H 0.316 0.046 1.527  0.21
H 2.026 0.053 1.071  0.19
C -0.263 1.149 -0.640  -0.04
H -0.621 1.237 -1.699  0.11
H 1.475 -0.748 -1.327  0.15
H -1.246 1.606 1.298  0.15
C -1.218 0.831 0.416  -0.19
H 0.377 2.081 -0.615  0.11

## Properties
Spin multiplicity ... 1
Total charge ... +1
Molecular weight ... 101.13 g/mol
ΔE to the lowest compared entry with this formula, charge and spin ... 139.39 kcal/mol
Orbital gap ... 9.87 eV

The following is a DFT calculation (ωB97M-V/def2-TZVPD) of C5H6N2 as an isolated structure at a distorted geometry.

Last column: Löwdin charge in e.
Atoms and positions in Å:
C -0.150 0.127 -1.945  -0.14
H 1.262 -0.125 1.880  0.10
H -0.168 0.449 -2.978  0.10
N 0.511 -0.631 -0.036  -0.06
H 2.024 -0.233 -1.570  0.10
N -1.274 0.090 -1.200  0.13
C -1.020 -0.121 1.460  -0.04
C -0.823 -0.265 -0.016  -0.37
H 1.088 1.084 0.495  0.22
H -1.617 0.731 1.779  0.12
C 1.017 -0.092 -1.207  -0.11
H -1.253 -1.029 2.021  0.12
C 0.415 0.133 1.241  -0.17

## Properties
Spin multiplicity ... 1
Molecular weight ... 94.12 g/mol
ΔE to the lowest compared entry with this formula, charge and spin ... 97.95 kcal/mol
Orbital gap ... 9.75 eV

The following is a DFT calculation (ωB97M-V/def2-TZVPD) of an isolated ion of composition C11H22NO and charge +1 at a distorted geometry.

Last column: Löwdin charge in e.
Atoms and positions in Å:
H 0.946 -2.501 -0.776  0.07
H -1.114 -3.304 -1.891  0.12
C 0.530 -1.919 -1.538  0.02
H -2.345 1.418 -0.122  0.10
H -1.480 -0.944 1.176  0.08
H 2.732 0.271 -1.775  0.08
H 2.116 -0.170 -0.139  0.09
H 0.258 -2.221 1.774  0.08
H 1.162 -1.013 1.062  0.02
C 0.617 1.710 1.546  -0.04
C 2.315 0.655 -0.882  0.02
H 0.392 2.218 2.533  0.13
H 0.856 2.076 -1.183  0.18
H 0.718 2.671 1.030  0.09
C -0.533 0.942 0.914  -0.51
H -2.421 1.614 1.755  0.12
C 0.495 -1.163 1.901  -0.09
C -1.369 -1.486 -3.072  -0.10
H 1.486 1.091 1.711  0.07
C -1.203 -0.071 -1.202  -0.12
H -1.971 -0.608 -0.713  0.14
C -0.611 -2.346 -2.056  -0.11
H 2.975 1.516 -0.585  0.13
H 1.012 -0.910 2.906  0.12
C -0.235 0.478 -0.483  -0.24
H -1.565 2.863 0.679  0.09
O -1.188 -0.093 -2.591  -0.06
C -1.794 1.803 0.817  -0.02
N 0.899 1.062 -1.169  0.06
H -1.210 -0.197 2.819  0.15
H 1.026 -1.105 -2.000  0.06
H -0.810 -1.575 -3.966  0.11
C -0.813 -0.373 1.757  -0.16
H -2.384 -1.848 -3.275  0.14
H 0.690 0.745 -2.144  0.17

## Properties
Spin multiplicity ... 1
SMILES ... C=CCO/C=C(\[NH2+]C)C(C)(C)CC
Total charge ... +1
Molecular weight ... 184.30 g/mol
ΔE to the lowest compared entry with this formula, charge and spin ... 99.61 kcal/mol
Orbital gap ... 9.68 eV